# 1
2 unconnected molecules or ions with the total composition C5H10O2, computed with ωB97M-V with the def2-TZVPD basis set.

Last columns: bonded neighbours and bond lengths (Å).
Geometry (Å):
1 C -2.038 0.450 -0.885  C2 1.516, H8 1.093, H9 1.095, H10 1.094
2 C -0.877 0.200 0.057  C1 1.516, O3 1.416, C6 1.528, H11 1.105
3 O -0.767 -1.179 0.358  C2 1.416, C4 1.425
4 C 0.605 -1.490 0.583  O3 1.425, C5 1.529, H12 1.094, H13 1.103
5 C 1.389 -0.615 -0.396  C4 1.529, C6 1.520, H14 1.093, H15 1.097
6 C 0.465 0.580 -0.567  C2 1.528, C5 1.520, O7 1.207
7 O 0.714 1.635 -1.098  C6 1.207
8 H -2.986 0.196 -0.403  C1 1.093
9 H -1.923 -0.167 -1.783  C1 1.095
10 H -2.050 1.504 -1.179  C1 1.094
11 H -0.996 0.794 0.981  C2 1.105
12 H 0.730 -2.563 0.411  C4 1.094
13 H 0.889 -1.270 1.625  C4 1.103
14 H 2.381 -0.307 -0.054  C5 1.093
15 H 1.494 -1.100 -1.374  C5 1.097
16 H 1.442 1.444 2.158  H17 0.744
17 H 1.529 1.889 1.568  H16 0.744

## Properties
ΔE to the lowest compared entry with this formula, charge and spin, eV: 2.120
Charge: 0
Max |F|, Eh/bohr: 0.01012
HOMO level, Ha: -0.35085
Molecular weight, g/mol: 102.13
Kohn-Sham gap, eV: 10.6
E_LUMO, hartree: 0.0372

# 2
C5H10O2 in the gas phase, computed with ωB97M-V with the def2-TZVPD basis set.

Last columns: bonded neighbours and bond lengths (Å).
Geometry (Å):
1 C 0.879 1.870 -0.195  O2 1.414, H8 1.097, H9 1.098, H10 1.094
2 O -0.137 1.250 -0.959  C1 1.414, C3 1.421
3 C -1.173 0.624 -0.214  O2 1.421, C4 1.524, H11 1.096, H12 1.102
4 C -0.930 -0.827 0.182  C3 1.524, C5 1.511, C6 1.507, H13 1.089
5 C 0.122 -1.284 1.165  C4 1.511, C6 1.502, H14 1.087, H15 1.086
6 C 0.249 -1.638 -0.289  C4 1.507, C5 1.502, O7 1.394, H16 1.090
7 O 1.264 -1.064 -1.052  C6 1.394, H17 0.970
8 H 1.526 1.131 0.294  C1 1.097
9 H 0.443 2.540 0.558  C1 1.098
10 H 1.480 2.458 -0.895  C1 1.094
11 H -2.047 0.652 -0.875  C3 1.096
12 H -1.406 1.233 0.674  C3 1.102
13 H -1.869 -1.376 0.230  C4 1.089
14 H -0.147 -2.064 1.873  C5 1.087
15 H 0.816 -0.542 1.548  C5 1.086
16 H 0.052 -2.676 -0.558  C6 1.090
17 H 0.880 -0.287 -1.488  O7 0.970

## Properties
ΔE to the lowest compared entry with this formula, charge and spin, eV: 2.716
Charge: 0
Max |F|, Eh/bohr: 0.00685
HOMO level, Ha: -0.35165
Molecular weight, g/mol: 102.13
Kohn-Sham gap, eV: 10.6
E_LUMO, hartree: 0.0367

# 3
2 unconnected molecules or ions with the total composition C5H10O2, computed with ωB97M-V with the def2-TZVPD basis set.

Last columns: bonded neighbours and bond lengths (Å).
Geometry (Å):
1 C -1.588 1.445 0.364  C2 1.473, H6 1.095, H7 1.094, H8 1.093
2 C -0.288 0.949 -0.123  C1 1.473, C3 1.333, H9 1.088
3 C 0.332 -0.092 0.431  C2 1.333, C4 1.484, H10 1.090
4 C 1.712 -0.495 0.062  C3 1.484, O5 1.415, H11 1.103, H12 1.105
5 O 2.533 -0.048 1.124  C4 1.415, H13 0.961
6 H -1.142 2.190 1.032  C1 1.095
7 H -2.220 1.933 -0.383  C1 1.094
8 H -2.162 0.723 0.950  C1 1.093
9 H 0.189 1.554 -0.891  C2 1.088
10 H -0.120 -0.595 1.285  C3 1.090
11 H 1.979 -0.029 -0.901  C4 1.103
12 H 1.787 -1.589 -0.072  C4 1.105
13 H 3.425 -0.370 0.969  O5 0.961
14 C -1.098 -1.371 -0.949  O15 1.213, H16 1.107, H17 1.108
15 O -2.209 -0.902 -0.819  C14 1.213
16 H -0.415 -1.121 -1.783  C14 1.107
17 H -0.715 -2.180 -0.296  C14 1.108

## Properties
ΔE to the lowest compared entry with this formula, charge and spin, eV: 3.384
Charge: 0
Max |F|, Eh/bohr: 0.02200
HOMO level, Ha: -0.34460
Molecular weight, g/mol: 102.13
Kohn-Sham gap, eV: 10.1
E_LUMO, hartree: 0.0259

# 4
C5H10O2 in the gas phase, computed with ωB97M-V with the def2-TZVPD basis set.

Last columns: bonded neighbours and bond lengths (Å).
Geometry (Å):
1 C -2.539 -1.701 -0.177  C2 1.473, H8 1.094, H9 1.107, H10 1.103
2 C -1.168 -1.185 -0.329  C1 1.473, C6 1.457
3 C 1.305 0.167 -0.256  C4 1.514, O7 1.421, H11 1.101, H12 1.095
4 C 2.516 0.895 0.287  C3 1.514, O5 1.409, H13 1.095, H14 1.102
5 O 2.370 2.290 0.148  C4 1.409, H15 0.968
6 C -1.059 0.210 0.077  C2 1.457, O7 1.400, H16 1.102, H17 1.127
7 O 0.196 0.704 0.452  C3 1.421, C6 1.400
8 H -2.830 -2.411 -0.956  C1 1.094
9 H -2.375 -2.324 0.723  C1 1.107
10 H -3.357 -0.998 0.054  C1 1.103
11 H 1.187 0.354 -1.335  C3 1.101
12 H 1.377 -0.916 -0.107  C3 1.095
13 H 3.410 0.597 -0.270  C4 1.095
14 H 2.660 0.610 1.342  C4 1.102
15 H 1.471 2.477 0.457  O5 0.968
16 H -1.782 0.604 0.810  C6 1.102
17 H -1.382 0.624 -0.920  C6 1.127

## Properties
ΔE to the lowest compared entry with this formula, charge and spin, eV: 5.087
Charge: 0
Max |F|, Eh/bohr: 0.00757
HOMO level, Ha: -0.32115
Molecular weight, g/mol: 102.13
Kohn-Sham gap, eV: 8.8
E_LUMO, hartree: 0.0039

# 5
C5H10O2 in the gas phase, computed with ωB97M-V with the def2-TZVPD basis set.

Last columns: bonded neighbours and bond lengths (Å).
Geometry (Å):
1 C 0.304 1.529 -1.925  C2 1.518, H8 1.092, H9 1.093, H10 1.098
2 C -0.671 0.846 -0.983  C1 1.518, C3 1.560, H11 1.095, H12 1.109
3 C 0.095 0.217 0.222  C2 1.560, O4 1.411, C5 1.489, H13 1.106
4 O 0.083 0.939 1.435  C3 1.411, H14 1.061
5 C -0.681 -1.006 0.569  C3 1.489, C6 1.841, H15 1.102, H16 1.102
6 C 0.108 -1.542 2.144  C5 1.841, O7 1.202, H17 1.125
7 O 1.277 -1.816 2.084  C6 1.202
8 H -0.212 2.005 -2.762  C1 1.092
9 H 0.878 2.279 -1.376  C1 1.093
10 H 1.009 0.795 -2.336  C1 1.098
11 H -1.411 1.534 -0.562  C2 1.095
12 H -1.242 0.093 -1.563  C2 1.109
13 H 1.130 -0.024 -0.086  C3 1.106
14 H 0.003 0.089 2.064  O4 1.061
15 H -0.624 -1.782 -0.213  C5 1.102
16 H -1.725 -0.723 0.777  C5 1.102
17 H -0.483 -1.882 3.039  C6 1.125

## Properties
ΔE to the lowest compared entry with this formula, charge and spin, eV: 3.470
Charge: 0
Max |F|, Eh/bohr: 0.08235
HOMO level, Ha: -0.35889
Molecular weight, g/mol: 102.13
Kohn-Sham gap, eV: 9.7
E_LUMO, hartree: -0.0014

# 6
C5H10O2 in the gas phase, computed with ωB97M-V with the def2-TZVPD basis set.

Last columns: bonded neighbours and bond lengths (Å).
Geometry (Å):
1 C -0.626 -1.264 2.252  C2 1.333, H8 1.084, H9 1.088
2 C -1.012 -0.738 1.090  C1 1.333, C3 1.521, H10 1.091
3 C -0.054 0.244 0.433  C2 1.521, O4 1.429, C5 1.537, H11 1.098
4 O 1.270 -0.264 0.607  C3 1.429, H12 0.966
5 C -0.285 0.596 -1.046  C3 1.537, C6 1.528, O7 1.424, H13 1.099
6 C 0.929 1.388 -1.530  C5 1.528, H14 1.092, H15 1.098, H16 1.093
7 O -0.516 -0.542 -1.869  C5 1.424, H17 0.963
8 H -1.149 -2.050 2.784  C1 1.084
9 H 0.295 -0.899 2.703  C1 1.088
10 H -1.945 -1.023 0.603  C2 1.091
11 H -0.073 1.192 0.988  C3 1.098
12 H 1.219 -1.210 0.419  O4 0.966
13 H -1.188 1.215 -1.135  C5 1.099
14 H 0.870 1.588 -2.602  C6 1.092
15 H 0.997 2.342 -0.992  C6 1.098
16 H 1.841 0.826 -1.317  C6 1.093
17 H -0.267 -1.344 -1.398  O7 0.963

## Properties
ΔE to the lowest compared entry with this formula, charge and spin, eV: 2.139
Charge: 0
Max |F|, Eh/bohr: 0.00608
HOMO level, Ha: -0.36653
Molecular weight, g/mol: 102.13
Kohn-Sham gap, eV: 10.7
E_LUMO, hartree: 0.0280

Repeat the fourth record exactly.
C5H10O2 in the gas phase, computed with ωB97M-V with the def2-TZVPD basis set.

Last columns: bonded neighbours and bond lengths (Å).
Geometry (Å):
1 C -2.539 -1.701 -0.177  C2 1.473, H8 1.094, H9 1.107, H10 1.103
2 C -1.168 -1.185 -0.329  C1 1.473, C6 1.457
3 C 1.305 0.167 -0.256  C4 1.514, O7 1.421, H11 1.101, H12 1.095
4 C 2.516 0.895 0.287  C3 1.514, O5 1.409, H13 1.095, H14 1.102
5 O 2.370 2.290 0.148  C4 1.409, H15 0.968
6 C -1.059 0.210 0.077  C2 1.457, O7 1.400, H16 1.102, H17 1.127
7 O 0.196 0.704 0.452  C3 1.421, C6 1.400
8 H -2.830 -2.411 -0.956  C1 1.094
9 H -2.375 -2.324 0.723  C1 1.107
10 H -3.357 -0.998 0.054  C1 1.103
11 H 1.187 0.354 -1.335  C3 1.101
12 H 1.377 -0.916 -0.107  C3 1.095
13 H 3.410 0.597 -0.270  C4 1.095
14 H 2.660 0.610 1.342  C4 1.102
15 H 1.471 2.477 0.457  O5 0.968
16 H -1.782 0.604 0.810  C6 1.102
17 H -1.382 0.624 -0.920  C6 1.127

## Properties
ΔE to the lowest compared entry with this formula, charge and spin, eV: 5.087
Charge: 0
Max |F|, Eh/bohr: 0.00757
HOMO level, Ha: -0.32115
Molecular weight, g/mol: 102.13
Kohn-Sham gap, eV: 8.8
E_LUMO, hartree: 0.0039

Please write out number 1 again, unchanged.
2 unconnected molecules or ions with the total composition C5H10O2, computed with ωB97M-V with the def2-TZVPD basis set.

Last columns: bonded neighbours and bond lengths (Å).
Geometry (Å):
1 C -2.038 0.450 -0.885  C2 1.516, H8 1.093, H9 1.095, H10 1.094
2 C -0.877 0.200 0.057  C1 1.516, O3 1.416, C6 1.528, H11 1.105
3 O -0.767 -1.179 0.358  C2 1.416, C4 1.425
4 C 0.605 -1.490 0.583  O3 1.425, C5 1.529, H12 1.094, H13 1.103
5 C 1.389 -0.615 -0.396  C4 1.529, C6 1.520, H14 1.093, H15 1.097
6 C 0.465 0.580 -0.567  C2 1.528, C5 1.520, O7 1.207
7 O 0.714 1.635 -1.098  C6 1.207
8 H -2.986 0.196 -0.403  C1 1.093
9 H -1.923 -0.167 -1.783  C1 1.095
10 H -2.050 1.504 -1.179  C1 1.094
11 H -0.996 0.794 0.981  C2 1.105
12 H 0.730 -2.563 0.411  C4 1.094
13 H 0.889 -1.270 1.625  C4 1.103
14 H 2.381 -0.307 -0.054  C5 1.093
15 H 1.494 -1.100 -1.374  C5 1.097
16 H 1.442 1.444 2.158  H17 0.744
17 H 1.529 1.889 1.568  H16 0.744

## Properties
ΔE to the lowest compared entry with this formula, charge and spin, eV: 2.120
Charge: 0
Max |F|, Eh/bohr: 0.01012
HOMO level, Ha: -0.35085
Molecular weight, g/mol: 102.13
Kohn-Sham gap, eV: 10.6
E_LUMO, hartree: 0.0372